[1]
Entry from the OMol25 dataset: a single C21H23NO6S molecule in a non-equilibrium geometry (ωB97M-V with the def2-TZVPD basis set).

```
52
Properties=species:S:1:pos:R:3:forces:R:3
C 0.6659 5.4205 3.5528 0.0 -0.1 -0.5
S 0.2179 5.2199 1.8073 0.2 -0.2 0.0
C 1.5106 4.0086 1.3528 -0.3 0.4 0.2
C 1.3753 3.6698 -0.1246 0.2 0.0 0.1
C 2.4090 2.6604 -0.6249 0.1 0.2 -0.3
N 2.3085 1.4138 0.1171 -0.1 0.4 0.1
C 2.7344 0.2394 -0.3534 0.0 -0.2 0.5
O 3.3902 0.1245 -1.3842 0.1 -0.2 -0.4
C 2.3336 -0.9489 0.5074 0.0 0.0 -0.2
C 0.8482 -1.1788 0.4349 -0.2 -0.4 -0.3
C 0.2468 -2.0167 -0.4568 0.3 0.4 0.4
C 1.0026 -2.7161 -1.5363 0.2 0.1 -0.1
C -1.1709 -2.2278 -0.3376 -0.3 0.1 0.2
C -1.8836 -1.5211 0.6408 -0.2 -0.7 -0.7
C -3.2606 -1.6811 0.8351 0.1 0.1 0.1
C -4.0088 -2.5538 0.0783 0.4 0.0 -0.1
C -5.4762 -2.7037 0.3093 0.0 0.0 0.0
C -3.3293 -3.2910 -0.9103 0.7 0.2 0.0
C -3.7251 -4.2849 -1.8714 0.5 -0.3 -0.4
C -5.0770 -4.8548 -2.1175 0.0 0.0 0.0
C -2.5874 -4.6150 -2.5310 -1.0 -0.1 0.2
O -1.5086 -3.9280 -2.0845 0.6 0.1 0.0
C -1.9461 -3.1193 -1.1022 -0.9 0.4 0.6
O -1.2682 -0.6231 1.4422 0.0 0.2 0.2
C 0.0620 -0.3982 1.3751 0.4 0.3 0.2
O 0.5284 0.4732 2.0895 -0.3 -0.3 -0.1
C 3.8579 3.2080 -0.5869 -0.7 -0.2 0.0
O 4.1433 4.2838 -0.1433 0.1 0.2 0.0
O 4.7550 2.3940 -1.1160 0.5 -0.3 -0.2
H 1.6828 5.7969 3.6221 0.0 0.0 0.1
H -0.0274 6.1376 3.9789 0.0 0.1 0.1
H 0.5741 4.4643 4.0609 0.0 0.0 0.1
H 2.4806 4.4612 1.5550 0.0 -0.1 0.0
H 1.3591 3.1362 1.9910 0.1 0.0 0.0
H 1.4908 4.5878 -0.7032 0.0 -0.1 0.0
H 0.3737 3.2742 -0.3107 0.0 0.0 -0.1
H 2.2052 2.4369 -1.6852 0.0 0.0 0.2
H 1.7682 1.4157 0.9784 0.1 -0.1 -0.1
H 2.5945 -0.7208 1.5431 0.0 -0.1 -0.1
H 2.8867 -1.8271 0.1804 0.0 0.1 0.0
H 1.1603 -3.7604 -1.2672 0.0 -0.1 0.0
H 0.4276 -2.7019 -2.4584 0.1 0.0 0.0
H 1.9626 -2.2447 -1.7189 0.1 0.0 0.0
H -3.7212 -1.0881 1.6093 -0.1 0.1 0.1
H -5.7152 -3.7288 0.5855 -0.1 -0.1 0.0
H -6.0306 -2.4628 -0.5954 -0.1 0.0 0.0
H -5.8052 -2.0427 1.1060 -0.1 0.0 0.0
H -5.0258 -5.5882 -2.9179 -0.1 -0.1 0.0
H -5.7782 -4.0740 -2.4054 -0.1 0.0 0.0
H -5.4592 -5.3422 -1.2227 -0.1 -0.1 0.0
H -2.4131 -5.3131 -3.3263 0.1 -0.1 -0.1
H 4.3631 1.5305 -1.4155 -0.1 0.3 0.2
```
Forces are in eV/Å.

Computed properties:
**SMILES**: CSCC[C@H](NC(=O)Cc1c(C)c2c(cc(C)c3c(C)coc32)oc1=O)C(=O)O
**Largest force on an atom**: 0.023 Eh/bohr
**ΔE to the lowest compared entry with this formula, charge and spin**: 0.0 kcal per mole
**E_LUMO**: -0.32 eV
**Highest occupied orbital energy**: -8.28 eV
**Total charge**: 0

Results of the Löwdin charge analysis, in e, for atoms 1 through 8:
1. C -0.4162
2. S 0.7953
3. C -0.4954
4. C -0.2128
5. C -0.1991
6. N 0.1407
7. C -0.4422
8. O 0.0491

---

[2]
Entry from the OMol25 dataset: a molecular structure, C21H24B2F4HgN6O12S2 (ωB97M-V with the def2-TZVPD basis set).

```
72
Properties=species:S:1:pos:R:3:forces:R:3
Hg -0.0485 0.5489 -1.2644 0.3 0.4 -0.2
C -3.9612 -1.6189 -0.9890 0.0 0.0 -0.1
C -2.5461 -1.2442 -0.7089 -0.1 0.1 0.0
N -2.1993 -0.0205 -0.3090 0.0 0.0 -0.1
O -3.0977 0.8865 -0.2426 0.0 0.0 0.3
B -2.7551 2.0825 0.8431 -0.2 0.0 0.0
F -2.9313 1.4199 2.0401 0.0 0.1 0.0
F -3.7237 3.0001 0.5733 0.1 0.0 0.0
O -1.4489 2.7240 0.7432 0.0 -0.1 0.0
N -0.3595 1.9154 0.6155 0.0 0.2 -0.2
C 0.7263 2.2634 1.1874 0.0 -0.2 0.1
C 0.9041 3.4914 2.0134 0.0 0.0 0.1
C 1.8744 1.3260 0.9346 -0.1 0.0 0.0
N 1.5076 0.1116 0.7874 0.0 -0.1 0.2
O 2.4878 -0.7444 0.3554 0.0 0.0 -0.1
B 2.0942 -2.1354 0.3993 0.0 -0.1 0.0
F 1.8655 -2.5611 1.7136 -0.1 0.1 0.0
F 2.9966 -2.9046 -0.2573 0.0 0.0 0.0
O 0.6917 -2.5271 -0.3312 -0.1 0.0 0.1
N -0.2673 -1.6833 -0.4091 0.0 -0.1 -0.3
C -1.4682 -2.1760 -0.7361 0.2 -0.1 0.1
C -1.6379 -3.6273 -1.0133 0.0 0.0 0.0
C 3.2812 1.8014 0.8071 0.0 0.0 0.0
H -4.6252 -0.8452 -0.6129 0.0 0.0 0.0
H -4.2145 -2.5785 -0.5409 0.0 0.0 0.0
H -4.1103 -1.6950 -2.0694 0.0 0.0 0.0
H -0.0646 3.8796 2.3155 0.0 0.0 0.0
H 1.4144 4.2581 1.4264 0.0 0.0 0.0
H 1.5178 3.2790 2.8894 0.0 0.0 0.0
H -0.8032 -3.9736 -1.6223 0.0 0.0 0.0
H -2.5743 -3.8273 -1.5262 0.0 0.0 0.0
H -1.6118 -4.1933 -0.0784 0.0 0.0 0.0
H 3.3338 2.8856 0.7325 0.0 0.0 0.0
H 3.7206 1.3545 -0.0844 0.0 0.0 0.0
H 3.8584 1.4665 1.6725 0.0 0.0 0.0
O 3.4051 -0.1141 -3.7926 0.0 0.0 0.0
S 2.0321 0.1634 -3.4653 -0.1 0.1 0.0
O 1.1444 -0.9789 -3.3396 0.0 0.0 0.0
O 1.9199 1.0363 -2.2555 -0.2 0.1 0.0
C 1.4225 1.1996 -4.8229 0.1 0.0 0.0
C 2.3134 1.2972 -5.8864 0.0 0.0 0.0
C 2.0328 2.0614 -7.0084 0.0 0.0 0.0
C 0.8386 2.7531 -7.0768 0.0 0.0 0.0
C -0.0630 2.6592 -6.0283 0.0 0.0 0.0
C 0.2019 1.8916 -4.8997 -0.1 0.0 0.0
S -1.1352 1.9286 -3.6791 0.0 -0.1 -0.1
O -2.2520 2.5328 -4.3575 0.0 0.0 0.0
O -1.3665 0.5169 -3.2908 0.1 0.0 0.1
O -0.6292 2.6710 -2.5224 0.1 0.0 0.0
H 3.2476 0.7608 -5.8125 0.0 0.0 0.0
H 2.7519 2.1112 -7.8162 0.0 0.0 0.0
H 0.5967 3.3614 -7.9392 0.0 0.0 0.0
H -1.0086 3.1786 -6.0753 0.0 0.0 0.0
O 2.9467 -0.5445 3.6748 0.0 0.0 -0.1
C 2.0362 -0.4525 4.7363 0.0 0.0 0.0
N 1.6907 -1.7324 5.3023 0.1 0.0 0.0
C 0.5345 -2.4504 5.2639 -0.1 0.0 0.1
O 0.4234 -3.4594 5.9448 0.0 0.0 -0.1
C -0.6252 -2.0029 4.4238 0.0 0.0 -0.1
C -1.8912 -2.3769 4.8591 0.0 0.1 0.0
C -2.9899 -2.0539 4.0846 0.0 0.0 0.0
C -2.7793 -1.3857 2.8880 0.0 0.1 0.0
N -1.5753 -1.0493 2.4373 0.0 -0.2 0.1
C -0.5266 -1.3504 3.1955 0.0 0.0 0.0
H 2.5881 -1.1244 2.9830 0.0 0.0 0.0
H 1.1178 0.0641 4.4567 -0.1 0.0 0.0
H 2.5406 0.1450 5.4965 0.0 0.0 0.0
H 2.4047 -2.1991 5.8421 0.0 0.0 0.0
H -1.9876 -2.9167 5.7915 0.0 0.0 0.0
H -3.9933 -2.3120 4.3956 0.0 0.0 0.0
H -3.6203 -1.0877 2.2690 0.0 0.0 0.0
H 0.4277 -1.0796 2.7695 0.0 0.0 0.0
```
Forces are in eV/Å.

Computed properties:
**⟨S²⟩**: 0.810
**Multiplicity**: 2
**Largest force on an atom**: 0.010 Eh/bohr
**ΔE to the lowest compared entry with this formula, charge and spin**: 4.1 kcal per mole
**E_LUMO (alpha / beta)**: 1.07 / -0.63 eV
**Highest occupied orbital energy (alpha / beta)**: -6.94 / -6.94 eV
**Total charge**: -1

Results of the Löwdin charge analysis, in e, for atoms 1 through 8:
1. Hg 1.2387
2. C 0.0059
3. C -0.2284
4. N 0.0025
5. O 0.0913
6. B -1.0140
7. F 0.1590
8. F 0.1863

---

[3]
Entry from the OMol25 dataset: a molecular structure, C21H24BBr4ClCsF6LiN2NaO3 in a non-equilibrium geometry (ωB97M-V with the def2-TZVPD basis set).

```
65
Properties=species:S:1:pos:R:3:forces:R:3
C 4.4557 1.3467 2.0896 -1.8 2.5 0.7
C 2.9846 2.1338 1.8924 0.5 4.3 -1.5
C 2.2415 2.7264 3.1808 -0.7 3.0 -1.9
C 0.9486 3.3741 3.0510 3.1 -1.9 -1.6
C 0.4107 3.4415 1.7014 1.2 -0.1 -1.5
C -0.9684 4.0710 1.4252 -0.1 -1.2 0.8
C -1.9284 2.8748 1.4127 -0.3 -0.1 0.3
C -2.0333 2.0427 2.6119 -0.1 0.7 -0.9
C -2.8819 0.9726 2.6668 0.3 0.2 0.3
C -3.6919 0.5927 1.5317 1.3 0.5 1.8
N -4.5140 -0.4837 1.6745 -0.4 0.6 -1.8
C -5.1579 -0.6762 0.5678 -0.1 0.1 -0.1
Br -6.4456 -2.1791 0.5919 -0.1 -0.3 0.0
C -5.0575 0.0392 -0.6540 -0.3 0.0 -0.3
N -4.2538 1.0769 -0.7754 -0.4 -0.8 0.9
C -3.5589 1.3831 0.3564 0.2 0.4 -0.5
C -2.6910 2.5199 0.3266 0.1 0.0 0.1
C 1.1064 2.9454 0.5331 0.5 0.2 2.0
C 2.4129 2.2738 0.5619 -0.4 1.0 4.4
H 4.2648 0.2481 1.7213 1.3 2.3 -0.2
H 4.6569 1.2591 3.2240 0.7 0.8 -2.0
H 5.3124 1.8636 1.5070 -2.9 0.2 2.1
H 2.6839 2.6484 4.2478 -0.3 0.3 -2.2
H 0.4555 3.7845 3.9397 0.1 -0.1 -0.5
H -1.2828 4.7117 2.2729 0.3 0.0 -0.5
H -0.9837 4.6202 0.4728 -0.1 -0.2 0.4
H -1.4054 2.3413 3.4591 -0.3 -0.4 -0.3
H -2.8902 0.4088 3.6083 -0.4 -0.1 -0.6
H -5.6660 -0.2425 -1.5213 0.3 0.0 0.4
H -2.6459 3.1028 -0.6000 -0.1 -0.3 0.3
H 0.6424 3.0835 -0.4476 0.2 0.1 0.4
H 2.9283 1.9253 -0.3434 -0.1 0.7 0.2
Li -8.9475 -3.1331 0.0780 0.6 0.3 0.1
C 0.8621 0.0480 -2.8062 -0.3 0.2 -0.1
Br 1.6869 1.5042 -3.7215 0.1 -0.1 0.4
Br 1.7218 -1.6461 -3.2210 0.1 0.0 0.1
Br 0.7508 0.3287 -0.8838 -0.2 -0.6 -0.8
H -0.1542 -0.0190 -3.1727 0.0 -0.2 0.1
Cl 6.3338 0.9001 0.6594 4.2 -3.0 -3.7
F 4.4985 3.8763 3.3259 -0.5 -0.2 0.3
O -5.6693 2.8031 4.3384 0.0 -0.1 0.0
H -5.3772 2.9078 5.2495 0.0 0.0 0.0
H -4.9540 2.3135 3.9169 0.0 0.1 -0.1
Cs 2.5754 0.2808 3.1322 -4.9 -9.2 5.1
O -3.6529 -5.2501 -3.7982 0.0 0.2 0.0
C -2.5947 -5.1284 -4.3588 0.0 -0.2 -0.3
O -2.1004 -3.9035 -4.5866 -0.1 0.2 0.4
C -0.7679 -3.6514 -5.0603 0.1 0.1 -0.4
C -0.7069 -3.7012 -6.5728 -0.1 -0.2 -0.1
C -1.8543 -6.3297 -4.8947 0.4 -0.2 0.4
H -0.0497 -4.3247 -4.5909 -0.1 0.0 0.0
H -0.5132 -2.6481 -4.7251 -0.2 -0.1 0.1
H -0.9648 -4.6911 -6.9536 0.1 0.0 0.0
H 0.2936 -3.4463 -6.9237 0.0 0.0 0.0
H -1.4204 -2.9980 -7.0043 0.1 0.1 0.1
H -2.2245 -6.5603 -5.8936 0.0 0.0 0.0
H -2.0510 -7.1747 -4.2381 -0.2 0.0 -0.1
H -0.7743 -6.2038 -4.9223 0.0 0.1 -0.2
B 7.9179 -1.1828 4.6276 0.1 0.2 0.0
F 8.0747 -1.6424 5.9580 -0.1 -0.1 -0.2
F 8.9782 -0.3225 4.2973 -0.2 -0.2 0.1
F 7.9153 -2.3008 3.7387 -0.1 0.0 0.1
F 6.6832 -0.4999 4.5073 0.0 -0.2 0.0
Na 5.7714 -1.6052 0.0069 0.5 1.1 0.4
F 3.2653 3.1704 -1.7946 -0.4 -0.3 -0.3
```
Forces are in eV/Å.

Computed properties:
**Largest force on an atom**: 0.225 Eh/bohr
**E_LUMO**: -2.49 eV
**Highest occupied orbital energy**: -3.50 eV
**Total charge**: -1

Results of the Löwdin charge analysis, in e, for atoms 1 through 8:
1. C -0.5725
2. C -0.5525
3. C -0.3327
4. C -0.0792
5. C -0.2304
6. C -0.1007
7. C -0.1702
8. C 0.0069

---

[4]
Entry from the OMol25 dataset: a molecular structure, C21H24BrF3N5O3PtS2 (ωB97M-V with the def2-TZVPD basis set).

```
60
Properties=species:S:1:pos:R:3:forces:R:3
Pt -0.5035 0.7531 0.4756 0.3 0.5 -0.1
C 2.1865 2.9000 0.2543 -0.1 -0.1 0.0
N 2.4047 2.1910 1.5017 0.0 0.0 0.1
C 3.0743 2.8466 2.6172 0.1 0.0 0.0
C 3.1805 1.7268 3.6655 0.0 0.1 0.0
N 2.8941 0.5426 2.8642 0.0 0.0 0.0
C 2.3265 0.8764 1.6824 -0.1 0.1 -0.1
S 1.6224 -0.2796 0.6496 0.2 -0.4 0.0
H 1.6905 3.8457 0.4668 0.0 0.0 0.0
H 1.5444 2.3072 -0.3932 0.0 0.0 0.0
H 3.1460 3.0761 -0.2394 0.0 0.0 0.0
H 2.4923 3.7030 2.9599 0.0 0.0 0.0
H 4.0585 3.2062 2.3006 0.0 0.0 0.0
H 2.4385 1.8458 4.4592 0.0 0.0 0.0
H 4.1705 1.6743 4.1158 0.0 0.0 0.0
H 2.6331 -0.3401 3.2706 0.0 0.0 0.0
F -1.2539 -1.4111 7.0131 0.0 0.0 0.0
C -0.3773 -0.4771 6.6196 0.0 0.0 0.1
F 0.8559 -0.9859 6.8343 0.0 0.0 0.0
F -0.5100 0.5738 7.4427 0.0 0.0 0.0
C -0.5512 -0.1031 5.1747 0.0 -0.1 0.0
C -0.7396 -1.1052 4.2325 0.0 0.1 0.0
C -0.7938 -0.7553 2.8986 0.0 0.1 0.0
N -0.6680 0.5269 2.5056 0.0 0.0 -0.1
C -0.5298 1.4940 3.4155 0.0 -0.1 -0.1
C -0.4680 1.2163 4.7708 0.0 0.0 0.0
H -0.8306 -2.1439 4.5155 0.0 0.0 0.0
H -0.9159 -1.4846 2.1000 0.0 0.0 0.0
H -0.4565 2.5060 3.0398 0.0 0.0 -0.1
H -0.3457 2.0231 5.4784 0.0 0.0 0.0
Br -4.8744 -2.9762 -4.0417 0.0 0.0 0.0
C -3.6732 -2.3874 -2.6801 0.1 0.0 0.0
C -3.9139 -2.7137 -1.3412 -0.2 -0.1 -0.1
N -3.1861 -2.3419 -0.3295 0.0 0.3 0.1
C -2.0149 -1.5487 -0.5708 0.1 -0.1 -0.4
C -1.8024 -1.0585 -1.9734 -0.2 0.1 0.2
C -2.6229 -1.5206 -2.9721 0.0 -0.2 0.0
C -0.7891 -0.0485 -2.3720 0.3 0.1 0.0
O -0.4166 0.0511 -3.5343 -0.1 0.0 0.0
O -0.2449 0.7976 -1.4887 -0.1 0.0 0.1
H -4.7795 -3.3331 -1.1040 0.0 0.0 0.0
H -2.0336 -0.6886 0.1256 -0.2 -0.3 0.1
H -2.4435 -1.1764 -3.9831 0.0 0.0 0.0
C 0.6141 -3.9815 0.5063 0.0 0.0 0.0
C -0.2320 -3.3874 -0.6206 0.0 0.0 0.0
C 0.6844 -2.9992 -1.7851 0.0 0.0 0.0
C -1.2484 -4.4223 -1.0945 0.0 0.0 0.0
O -0.8220 -2.2320 -0.0087 0.1 -0.1 0.1
H 1.1758 -4.8487 0.1529 0.0 0.0 0.0
H -0.0304 -4.2939 1.3302 0.0 0.0 0.0
H 1.3206 -3.2329 0.8734 0.0 0.0 0.0
H 1.2471 -3.8768 -2.1169 0.0 0.0 0.0
H 1.3990 -2.2372 -1.4745 0.0 0.1 0.0
H 0.1218 -2.6134 -2.6331 0.0 0.0 0.0
H -0.7143 -5.3340 -1.3764 0.0 0.0 0.0
H -1.8049 -4.0692 -1.9631 0.0 0.0 0.0
H -1.9611 -4.6519 -0.3048 0.0 0.0 0.0
S -2.2394 2.3204 0.2557 -0.2 0.0 0.1
C -1.4594 3.5841 1.0481 0.0 0.0 -0.1
N -0.9279 4.4585 1.5973 0.1 0.0 0.1
```
Forces are in eV/Å.

Computed properties:
**Largest force on an atom**: 0.011 Eh/bohr
**ΔE to the lowest compared entry with this formula, charge and spin**: 36.1 kcal per mole
**E_LUMO**: 1.45 eV
**Highest occupied orbital energy**: -3.08 eV
**Total charge**: -1

Results of the Löwdin charge analysis, in e, for atoms 1 through 8:
1. Pt 0.7183
2. C -0.0284
3. N -0.1449
4. C -0.1016
5. C -0.1263
6. N 0.0360
7. C -0.7392
8. S 0.7441

---

no.,E_tot (Eh)
1,-1718.49261
2,-3445.28274
3,-12719.95097
4,-5103.54457